Record 1
# C9H16NS2

An isolated ion of composition C9H16NS2 and charge +1 (the ωB97M-V functional and the def2-TZVPD basis, OMol25).

Each line ends with the Löwdin charge.
Geometry (Å):
C 2.192 -0.361 -0.310  -0.0043
C 1.998 -0.730 -1.541  -0.6734
C -2.136 1.725 0.771  -0.1268
C -3.196 0.577 0.687  -0.1137
C -0.751 1.036 0.678  -0.1090
C -2.340 -0.717 0.867  -0.1130
C -0.044 -1.340 0.660  -0.5509
C 2.733 0.250 0.901  -0.0616
C 2.718 -0.198 -2.708  -0.1106
N -1.036 -0.373 0.290  -0.2292
S 0.760 -1.832 -2.156  0.6686
S -0.096 -2.692 -0.413  0.6238
H -2.454 2.360 -0.111  0.1349
H -2.183 2.224 1.753  0.1205
H -3.987 0.632 1.449  0.1274
H -3.609 0.507 -0.299  0.1048
H -0.090 1.592 0.012  0.1320
H -0.207 0.947 1.682  0.1539
H -2.124 -1.117 1.863  0.1449
H -2.811 -1.438 0.294  0.1027
H -0.037 -1.585 1.729  0.0938
H 2.787 -0.577 1.642  0.1121
H 2.230 1.040 1.295  0.0300
H 3.785 0.621 0.666  0.1297
H 2.216 -0.364 -3.607  0.0433
H 3.774 -0.689 -2.561  0.1555
H 2.890 0.822 -2.797  0.0675
H -0.983 -0.317 -0.737  0.1471

Forces on the atoms, in the same order (eV/Å):
C -2.7 -0.5 0.9
C -0.9 0.5 1.6
C -1.1 -0.2 -0.3
C 1.5 -0.8 1.7
C 0.2 1.0 2.0
C -1.1 1.9 0.5
C 2.7 -0.4 -0.9
C 3.2 -2.6 -1.4
C 3.7 -1.7 0.8
N 0.6 1.4 -1.0
S -0.8 -0.3 0.7
S 0.7 -0.4 -0.4
H 1.2 0.0 1.3
H -0.2 0.2 -0.8
H 0.2 0.1 -0.4
H -0.5 0.2 -0.4
H 0.1 -0.7 -0.3
H -1.0 0.4 -1.2
H -0.4 0.5 0.0
H -0.5 -1.9 -1.0
H 0.1 0.1 -0.4
H 0.3 0.7 -0.3
H -1.8 2.2 0.9
H -1.0 -0.6 0.4
H -0.4 -1.2 -1.6
H -1.8 0.8 -1.3
H 0.2 2.1 0.9
H -0.7 -0.6 0.1

The charge is +1. For the LUMO energy (alpha / beta), the calculation gives -4.395 / -4.159 eV. For the energy above the lowest of the compared OMol25 structures with the same formula, charge and spin, the calculation gives 376.92 kJ/mol. Its HOMO-LUMO gap (alpha / beta) is 7.1 / 7.5 eV. The HOMO energy (alpha / beta) comes out at -11.5 / -11.6 eV.

---

Record 2
# ClHNP

A 2-piece molecular cluster, ClHNP overall (the ωB97M-V functional and the def2-TZVPD basis, OMol25).

Each line ends with the Löwdin charge.
Geometry (Å):
N -0.745 0.028 0.028  -0.5101
P -2.220 0.009 -0.059  0.7800
Cl 2.195 -0.052 -0.017  0.0466
H 0.771 0.015 0.048  -0.3165

Forces on the atoms, in the same order (eV/Å):
N -1.4 0.0 0.0
P 0.9 0.0 0.0
Cl -1.2 0.1 0.1
H 1.8 -0.1 -0.1

For the LUMO energy, the calculation gives -1.305 eV. For the energy above the lowest of the compared OMol25 structures with the same formula, charge and spin, the calculation gives 70.15 kJ/mol. The structure (SMILES) is N#P.Cl. Its HOMO-LUMO gap is 8.8 eV. The HOMO energy comes out at -10.1 eV.

---

Record 3
# C33H53N2O4P2Re

C33H53N2O4P2Re as an isolated structure (the ωB97M-V functional and the def2-TZVPD basis, OMol25).

Each line ends with the Mulliken spin population.
Geometry (Å):
Re 0.748 0.780 -0.211  0.6335
O -1.614 7.332 -0.752  -0.0011
C -1.017 6.813 0.199  0.0020
O -0.646 7.214 1.312  0.0002
C -0.605 5.387 -0.059  -0.0038
C -1.539 4.432 -0.470  0.0014
C -1.166 3.123 -0.634  -0.0053
N 0.102 2.720 -0.426  0.0194
C 1.041 3.656 -0.113  0.0138
C 0.729 4.966 0.096  0.0048
C 2.421 3.106 -0.062  0.0094
O 3.423 3.701 0.146  0.0002
O 2.403 1.745 -0.332  0.0199
H -2.555 4.741 -0.677  0.0002
H -1.864 2.366 -0.963  -0.0014
H 1.504 5.664 0.385  0.0004
C 0.588 2.036 -3.650  -0.0002
C 1.479 0.788 -3.719  0.0110
C 2.947 1.196 -3.536  0.0071
C 1.288 0.147 -5.098  0.0013
P 0.917 -0.355 -2.345  0.2244
C -0.718 -0.982 -2.833  -0.0143
C -0.845 -1.949 -3.834  -0.0053
C -2.096 -2.385 -4.236  0.0001
C -3.241 -1.864 -3.648  -0.0013
C -3.129 -0.912 -2.647  0.0023
C -1.875 -0.476 -2.242  0.0015
C 2.057 -1.819 -2.079  -0.0346
C 2.719 -2.378 -3.340  -0.0009
C 3.152 -1.355 -1.104  0.0733
C 1.239 -2.924 -1.406  -0.0092
H 0.809 2.657 -4.520  0.0001
H 0.781 2.634 -2.761  0.0059
H -0.475 1.786 -3.678  -0.0001
H 3.143 2.046 -4.193  0.0004
H 3.631 0.398 -3.824  0.0003
H 3.185 1.508 -2.520  -0.0010
H 1.657 0.867 -5.833  -0.0006
H 0.240 -0.043 -5.325  0.0004
H 1.856 -0.772 -5.231  0.0003
H 0.029 -2.375 -4.305  -0.0006
H -2.177 -3.132 -5.015  0.0002
H -4.217 -2.199 -3.973  -0.0002
H -4.018 -0.505 -2.182  0.0004
H -1.800 0.260 -1.453  0.0092
H 3.399 -1.668 -3.805  0.0001
H 2.001 -2.714 -4.086  -0.0002
H 3.308 -3.251 -3.048  0.0008
H 3.724 -0.507 -1.477  0.0192
H 3.844 -2.183 -0.930  0.0003
H 2.736 -1.075 -0.128  -0.0432
H 0.554 -3.410 -2.100  0.0000
H 0.655 -2.540 -0.570  0.0159
H 1.928 -3.680 -1.020  -0.0011
C -3.388 -0.803 2.002  -0.0016
C -2.309 -0.018 2.766  0.0110
C -2.634 -0.043 4.265  -0.0005
C -2.398 1.424 2.249  -0.0055
P -0.618 -0.732 2.379  0.0451
N -0.235 -0.278 0.822  -0.0582
C 0.708 -0.023 3.489  0.0019
C 0.664 -0.635 4.896  -0.0011
C 2.119 -0.246 2.913  0.0279
C 0.507 1.501 3.576  0.0032
C -0.612 -2.597 2.359  0.0077
C -1.278 -3.217 3.594  0.0025
C 0.856 -3.055 2.324  0.0006
C -1.300 -3.119 1.072  0.0066
H -4.331 -0.274 2.146  -0.0001
H -3.526 -1.813 2.372  -0.0001
H -3.189 -0.840 0.929  -0.0001
H -3.665 0.296 4.383  0.0002
H -2.008 0.635 4.841  0.0001
H -2.565 -1.036 4.703  0.0001
H -3.447 1.723 2.274  -0.0003
H -2.065 1.492 1.219  0.0144
H -1.841 2.143 2.843  0.0017
H 0.960 -1.682 4.892  0.0001
H -0.306 -0.548 5.378  -0.0003
H 1.387 -0.097 5.513  0.0003
H 2.450 -1.278 2.961  0.0034
H 2.810 0.349 3.512  0.0003
H 2.223 0.097 1.883  -0.0133
H -0.383 1.784 4.131  -0.0004
H 0.460 1.982 2.595  0.0027
H 1.366 1.924 4.098  0.0004
H -0.790 -2.934 4.525  0.0002
H -1.204 -4.303 3.502  -0.0002
H -2.334 -2.974 3.672  0.0000
H 1.358 -2.895 3.276  0.0002
H 1.430 -2.570 1.534  -0.0019
H 0.866 -4.128 2.127  -0.0001
H -2.348 -3.343 1.234  -0.0002
H -0.810 -4.049 0.779  0.0004
H -1.226 -2.435 0.227  -0.0026

Forces on the atoms, in the same order (eV/Å):
Re -0.1 -0.4 -0.9
O -0.1 -0.1 0.1
C 0.2 0.6 -0.1
O -0.1 -0.1 0.0
C 0.1 -0.6 -0.1
C -0.1 0.1 0.0
C 0.1 0.0 0.0
N -0.2 0.2 0.1
C -0.3 0.0 0.0
C -0.1 0.2 0.0
C 0.1 -0.6 -0.1
O 0.1 0.1 0.0
O 0.4 0.5 0.4
H 0.0 0.0 0.0
H 0.0 0.0 0.0
H 0.0 0.0 0.0
C 0.0 0.0 0.0
C 0.0 0.1 0.1
C 0.0 0.0 0.0
C 0.0 0.1 0.0
P -0.2 0.0 0.1
C -0.1 0.0 0.0
C 0.0 0.0 0.0
C 0.0 0.0 0.0
C 0.0 0.0 0.0
C 0.0 0.0 0.0
C 0.0 0.0 -0.1
C 0.0 0.0 0.0
C 0.0 0.0 0.0
C 0.0 0.0 0.0
C 0.0 0.0 0.0
H 0.0 0.0 0.0
H 0.0 0.0 -0.1
H 0.0 0.0 0.0
H 0.0 0.0 0.0
H 0.0 0.0 0.0
H 0.0 0.0 0.0
H 0.0 0.0 0.0
H 0.0 0.0 0.0
H 0.0 0.0 0.0
H 0.0 0.1 0.0
H 0.0 0.0 0.0
H 0.0 0.0 0.0
H 0.0 0.0 0.0
H 0.0 0.0 0.0
H 0.0 0.0 0.0
H 0.0 0.0 0.0
H 0.0 0.0 0.0
H 0.0 0.0 0.0
H 0.0 0.0 0.0
H 0.0 0.0 0.0
H 0.0 0.0 0.0
H 0.1 0.0 0.0
H 0.0 0.0 0.0
C 0.1 -0.1 0.0
C 0.0 0.0 -0.1
C 0.0 0.0 0.0
C 0.0 0.1 0.1
P 0.0 0.0 -0.3
N -0.1 0.0 0.8
C 0.0 0.1 -0.1
C 0.0 0.0 0.0
C 0.1 0.0 0.1
C 0.0 0.0 0.1
C 0.1 0.0 -0.1
C 0.0 0.0 0.0
C 0.0 -0.1 0.0
C 0.0 0.1 0.1
H 0.0 0.0 0.0
H 0.0 -0.1 0.0
H 0.0 0.0 0.0
H 0.0 0.0 0.0
H 0.0 0.0 0.0
H 0.0 0.0 0.0
H 0.0 0.0 0.0
H 0.0 0.0 -0.2
H 0.0 0.0 0.0
H 0.0 0.0 0.0
H 0.0 0.0 0.0
H 0.0 0.0 0.0
H 0.0 0.1 0.0
H 0.0 0.0 0.0
H 0.0 0.1 0.0
H 0.0 0.0 0.0
H 0.0 0.0 0.0
H 0.0 0.0 0.0
H 0.0 0.0 0.0
H 0.0 0.0 0.0
H -0.1 0.0 0.0
H 0.0 0.0 0.0
H 0.0 0.0 0.0
H 0.0 0.0 0.0
H -0.1 0.1 0.1
H -0.1 0.0 0.0
H 0.0 0.0 0.0

The charge is +1. For the LUMO energy (alpha / beta), the calculation gives -4.352 / -4.107 eV. For the energy above the lowest of the compared OMol25 structures with the same formula, charge and spin, the calculation gives 0.00 kJ/mol. Its HOMO-LUMO gap (alpha / beta) is 5.7 / 5.9 eV. The HOMO energy (alpha / beta) comes out at -10.0 / -10.0 eV. The multiplicity is 2.

---

Record 4
# C4H8ClFN2

A 3-piece molecular cluster, C4H8ClFN2 overall (the ωB97M-V functional and the def2-TZVPD basis, OMol25).

Each line ends with the Löwdin charge.
Geometry (Å):
C 0.020 1.206 -0.524  -0.4279
C 1.391 0.696 -0.637  -0.1412
C 0.904 -0.862 -0.551  -0.3694
C -0.403 -0.204 0.047  -0.8637
H 0.253 2.059 1.088  0.0526
H -0.903 3.127 0.086  0.1597
H -0.414 1.306 -1.489  0.1301
H 1.948 0.800 0.258  0.0629
H 2.071 1.236 -1.347  0.1335
H 1.020 -1.348 -1.536  0.0884
H 2.093 -2.420 -0.953  0.2314
H 3.031 -0.930 0.835  0.2103
N 0.009 2.451 0.202  0.0496
N 1.869 -1.610 0.381  -0.0593
F -0.074 -0.091 1.391  -0.0328
Cl -1.945 -0.819 -0.209  0.7759

Forces on the atoms, in the same order (eV/Å):
C -0.9 0.4 -0.7
C 1.5 -1.0 -1.4
C 2.9 2.9 -0.3
C 2.8 1.1 0.6
H -0.4 1.3 1.6
H 2.9 -2.8 1.0
H -0.5 0.1 -0.9
H 0.2 0.3 1.4
H -0.8 -1.1 -0.2
H -1.7 0.6 0.5
H 0.9 1.9 5.0
H -4.3 -2.2 -2.4
N -2.7 1.2 -1.2
N 2.4 -1.5 -3.2
F -0.8 -0.4 0.5
Cl -1.4 -0.7 -0.1

For the LUMO energy, the calculation gives -0.165 eV. For the energy above the lowest of the compared OMol25 structures with the same formula, charge and spin, the calculation gives 642.00 kJ/mol. Its HOMO-LUMO gap is 9.1 eV. The HOMO energy comes out at -9.3 eV.

---

Record 5
# C7H20O5

A 6-piece molecular cluster, C7H20O5 overall (the ωB97M-V functional and the def2-TZVPD basis, OMol25).

Each line ends with the Löwdin charge.
Geometry (Å):
C -1.492 1.621 2.243  0.0014
C -0.187 1.524 2.107  -0.2094
C 0.702 0.602 1.442  -0.2520
C 1.826 1.049 0.598  -0.1931
C 2.648 2.013 0.714  0.0057
C 0.402 -0.778 1.664  -0.0859
C 1.295 -1.972 1.210  -0.1013
H -2.081 0.658 1.995  0.0689
H -2.020 2.529 2.644  0.0725
H 0.372 2.255 2.744  0.1140
H 1.790 0.190 -0.193  0.1214
H 3.457 2.409 0.038  0.0913
H 2.398 2.584 1.638  0.0732
H -0.459 -0.996 2.282  0.0836
H 0.728 -2.985 1.030  0.0956
H 1.753 -1.565 0.262  0.0499
H 2.132 -2.149 1.944  0.0819
O -2.526 -1.188 0.705  -0.0282
H -2.923 -1.952 1.150  0.0764
H -1.672 -1.356 0.418  -0.0360
O -0.270 -3.035 -1.449  -0.0439
H 0.644 -3.107 -1.633  0.0087
H -0.483 -2.235 -1.943  0.0018
O 0.064 3.057 -1.872  -0.0835
H -0.874 2.854 -2.239  0.0840
H -0.150 3.277 -0.990  -0.0133
O -2.087 -0.052 -2.144  0.0111
H -2.946 -0.081 -2.513  0.0334
H -2.016 -0.517 -1.365  -0.0464
O 0.902 -1.163 -3.399  -0.0016
H 0.587 -0.611 -2.817  -0.0859
H 0.484 -0.883 -4.270  0.1054

Forces on the atoms, in the same order (eV/Å):
C -2.2 -1.8 -0.3
C 1.4 2.7 1.8
C -1.3 -4.6 1.2
C -2.6 -5.9 -2.4
C 1.8 3.9 1.2
C 1.9 1.9 -0.8
C -0.6 0.3 -0.4
H 0.4 2.1 -0.2
H 0.8 -1.3 0.0
H -0.2 0.2 -1.1
H 1.0 2.2 0.6
H -1.1 -0.9 0.8
H 0.8 0.2 -0.8
H 0.0 0.1 0.1
H 1.0 2.2 0.3
H -0.2 -1.2 0.8
H -0.8 0.2 -0.7
O -3.3 0.7 0.8
H 0.6 0.1 -0.4
H 2.7 -1.1 -0.4
O -1.6 0.4 0.4
H 1.6 -0.4 -0.3
H -0.2 -0.2 -0.2
O -2.4 -0.9 -2.5
H 2.5 0.4 0.7
H -0.1 0.4 1.8
O 1.9 2.0 -2.7
H -1.3 -0.4 -0.1
H -0.6 -1.5 2.7
O 1.8 -4.3 -6.8
H -2.7 5.1 5.0
H 0.9 -0.6 1.8

For the LUMO energy, the calculation gives 0.409 eV. For the energy above the lowest of the compared OMol25 structures with the same formula, charge and spin, the calculation gives 317.92 kJ/mol. The structure (SMILES) is C=CC(C=C)=CC.O.O.O.O.O. Its HOMO-LUMO gap is 8.8 eV. The HOMO energy comes out at -8.4 eV.

---

| no. | E (a.u.) |
| --- | --- |
| 1 | -1203.24569 |
| 2 | -856.86103 |
| 3 | -2460.51140 |
| 4 | -826.52047 |
| 5 | -654.75318 |